Formula: C34H46Ge2N4O7PRhS
Source: the OMol25 dataset
Level of theory: the ωB97M-V functional and the def2-TZVPD basis

Last column: Löwdin spin population.
Cartesian coordinates (Å):
Rh (-0.37, 0.08, -1.80)  0.8101
N (-7.51, -2.66, -0.12)  0.0002
C (-6.29, -2.56, -0.74)  0.0002
C (-5.17, -2.10, -0.03)  -0.0001
C (-3.95, -1.97, -0.65)  0.0001
C (-3.83, -2.29, -2.00)  -0.0005
C (-4.93, -2.73, -2.72)  0.0001
C (-6.15, -2.88, -2.10)  0.0000
S (-2.31, -2.10, -2.81)  0.0025
O (-2.43, -2.60, -4.15)  0.0038
O (-1.23, -2.59, -1.98)  0.0212
N (-1.97, -0.47, -2.86)  0.0096
C (-2.81, 0.58, -2.70)  0.0033
N (-4.11, 0.54, -2.96)  0.0041
C (-4.80, 1.64, -2.70)  -0.0016
C (-4.21, 2.80, -2.19)  0.0059
C (-2.85, 2.75, -1.97)  0.0082
N (-2.13, 1.66, -2.23)  0.0846
H (-7.55, -2.67, 0.88)  0.0000
H (-8.23, -3.20, -0.58)  0.0000
H (-5.28, -1.85, 1.02)  0.0000
H (-3.10, -1.60, -0.11)  0.0000
H (-4.82, -2.97, -3.77)  0.0000
H (-7.01, -3.23, -2.66)  0.0000
H (-5.86, 1.61, -2.92)  -0.0002
H (-4.79, 3.68, -1.99)  0.0007
H (-2.31, 3.61, -1.59)  0.0003
C (0.94, -3.63, 1.71)  0.0000
C (0.14, -2.44, 2.20)  0.0000
C (-1.34, -2.65, 1.97)  0.0001
C (0.47, -2.09, 3.64)  0.0000
O (0.62, -1.32, 1.34)  0.0008
P (-0.10, 0.00, 0.96)  0.0039
O (-1.32, -0.15, 0.08)  0.0047
O (0.91, 0.77, 0.01)  0.0002
O (-0.38, 0.70, 2.32)  -0.0001
C (-0.79, 2.11, 2.55)  0.0000
C (-1.46, 2.70, 1.33)  -0.0002
C (-1.75, 2.03, 3.72)  0.0000
C (0.49, 2.84, 2.92)  0.0000
H (0.68, -4.51, 2.31)  0.0000
H (2.01, -3.45, 1.81)  0.0000
H (0.71, -3.85, 0.67)  0.0000
H (-1.67, -3.51, 2.56)  0.0000
H (-1.55, -2.85, 0.92)  0.0000
H (-1.92, -1.78, 2.30)  0.0001
H (0.24, -2.94, 4.28)  0.0000
H (-0.11, -1.23, 3.98)  0.0000
H (1.53, -1.85, 3.74)  0.0000
H (-2.34, 2.12, 1.04)  -0.0001
H (-0.78, 2.74, 0.48)  -0.0002
H (-1.77, 3.72, 1.56)  0.0000
H (-2.64, 1.45, 3.45)  0.0000
H (-2.07, 3.03, 4.01)  0.0000
H (-1.27, 1.56, 4.58)  0.0000
H (1.18, 2.84, 2.08)  0.0000
H (0.96, 2.36, 3.77)  0.0000
H (0.26, 3.87, 3.18)  0.0000
C (2.70, 2.95, -2.89)  -0.0001
Ge (3.33, 2.91, -1.05)  0.0000
C (5.26, 3.18, -0.94)  0.0000
C (2.38, 4.27, -0.02)  0.0000
Ge (2.83, 0.69, -0.18)  0.0011
C (2.93, -0.70, -1.54)  0.0087
C (2.03, -1.77, -1.61)  0.0116
C (2.06, -2.65, -2.69)  0.0098
C (3.00, -2.48, -3.69)  -0.0014
C (3.91, -1.44, -3.62)  0.0074
C (3.87, -0.55, -2.56)  -0.0009
C (3.54, 0.18, 1.54)  0.0001
C (3.75, 1.14, 2.53)  0.0000
C (4.29, 0.78, 3.76)  0.0000
C (4.64, -0.54, 4.00)  0.0000
C (4.46, -1.50, 3.02)  0.0000
C (3.91, -1.14, 1.79)  0.0001
H (3.00, 3.90, -3.34)  0.0000
H (1.62, 2.87, -2.94)  -0.0001
H (3.14, 2.14, -3.48)  0.0000
H (5.49, 4.23, -1.13)  0.0000
H (5.78, 2.58, -1.69)  0.0000
H (5.65, 2.91, 0.04)  0.0000
H (2.51, 5.24, -0.52)  0.0000
H (2.76, 4.36, 1.00)  0.0000
H (1.31, 4.06, 0.02)  0.0000
H (1.31, -1.94, -0.82)  0.0040
H (1.33, -3.44, -2.74)  0.0002
H (3.02, -3.17, -4.53)  -0.0002
H (4.65, -1.31, -4.40)  0.0005
H (4.57, 0.28, -2.54)  -0.0002
H (3.49, 2.18, 2.35)  0.0000
H (4.44, 1.53, 4.52)  0.0000
H (5.07, -0.82, 4.96)  0.0000
H (4.75, -2.53, 3.20)  0.0000
H (3.78, -1.89, 1.02)  0.0001
O (1.10, 0.22, -4.43)  -0.0050
C (0.55, 0.20, -3.45)  0.0025

Multiplicity: 2
Expectation value of S²: 0.754
Lowest unoccupied orbital energy (spin up / spin down), eV: -2.770 / -3.211
HOMO-LUMO gap (spin up / spin down), eV: 7.486 / 7.039
F_max, eV/A: 0.401
Charge: +1

=====

Formula: C24H25AsCl2N3O2S2Sn
Source: the OMol25 dataset
Level of theory: the ωB97M-V functional and the def2-TZVPD basis

Last column: Löwdin charge in e.
Cartesian coordinates (Å):
Sn (0.70, 0.34, 0.48)  1.0760
S (-0.94, 1.78, 1.81)  0.7635
C (-1.06, 0.87, 3.23)  -0.6921
C (-1.23, 1.60, 4.44)  -0.2513
N (-1.36, 2.20, 5.41)  0.2344
C (-0.97, -0.53, 3.31)  -0.7288
S (-0.66, -1.54, 2.00)  0.7308
C (-1.06, -1.16, 4.59)  -0.2607
N (-1.10, -1.70, 5.60)  0.2278
C (2.42, -3.17, -3.83)  -0.1455
C (2.56, -2.31, -2.57)  -0.4006
As (0.85, -1.54, -1.94)  1.2139
C (0.09, -0.71, -3.56)  -0.3888
C (1.05, 0.26, -4.25)  -0.1476
C (-0.27, -3.15, -1.78)  -0.4047
C (-1.69, -2.84, -1.31)  -0.1637
H (3.41, -3.50, -4.15)  0.0859
H (1.97, -2.61, -4.65)  0.0641
H (1.82, -4.06, -3.64)  0.0684
H (3.25, -1.49, -2.74)  0.0678
H (2.96, -2.91, -1.75)  0.0717
H (-0.81, -0.17, -3.25)  0.0720
H (-0.21, -1.52, -4.23)  0.0800
H (1.32, 1.07, -3.57)  0.0466
H (0.57, 0.70, -5.12)  0.0854
H (1.96, -0.24, -4.58)  0.0657
H (0.23, -3.83, -1.09)  0.0783
H (-0.29, -3.62, -2.76)  0.0724
H (-1.68, -2.40, -0.32)  -0.0028
H (-2.28, -3.75, -1.27)  0.0853
H (-2.18, -2.15, -1.99)  0.0731
Cl (-2.92, 2.65, -1.09)  0.7394
C (-2.99, 4.10, -0.16)  -0.6039
C (-4.12, 4.36, 0.60)  -0.1052
C (-4.15, 5.44, 1.46)  -0.0726
C (-3.03, 6.24, 1.61)  -0.0956
C (-1.91, 6.00, 0.84)  -0.5786
Cl (-0.52, 7.01, 1.01)  0.7399
C (-1.87, 4.96, -0.11)  -0.3024
N (-0.75, 4.81, -0.91)  0.0696
C (-0.69, 4.52, -2.27)  -0.2271
C (-1.77, 4.77, -3.12)  -0.0415
C (-1.67, 4.54, -4.48)  -0.0664
C (-0.47, 4.08, -5.02)  -0.0801
C (0.60, 3.83, -4.18)  -0.0513
C (0.51, 4.04, -2.81)  -0.1779
C (1.64, 3.69, -1.89)  -0.0332
C (1.30, 2.50, -1.00)  -0.6751
O (2.04, 2.25, -0.01)  -0.0848
O (0.32, 1.76, -1.29)  -0.1755
H (-4.97, 3.69, 0.53)  0.1089
H (-5.04, 5.64, 2.04)  0.1134
H (-3.03, 7.06, 2.32)  0.1128
H (0.09, 5.19, -0.50)  0.0862
H (-2.67, 5.21, -2.71)  0.1167
H (-2.50, 4.76, -5.13)  0.1108
H (-0.37, 3.93, -6.09)  0.1053
H (1.54, 3.49, -4.60)  0.1149
H (1.94, 4.51, -1.24)  0.1356
H (2.52, 3.39, -2.46)  0.1412

Lowest unoccupied orbital energy (spin up / spin down), eV: -6.586 / -6.622
HOMO-LUMO gap (spin up / spin down), eV: 3.714 / 3.678
F_max, eV/A: 1.359
Charge: +1

=====

Formula: C5H26NO9
Source: the OMol25 dataset
Level of theory: the ωB97M-V functional and the def2-TZVPD basis

Last column: Löwdin charge in e.
Cartesian coordinates (Å):
C (-0.32, 0.19, -2.30)  -0.2919
O (0.02, -1.11, -1.91)  -0.2161
C (0.25, 1.20, -1.36)  -0.3164
C (-0.72, 1.90, -0.31)  -0.1486
C (0.08, 2.20, 0.95)  -0.1968
C (0.17, 1.10, 2.00)  -0.2237
O (1.26, 1.36, 2.90)  -0.1092
N (0.80, 2.33, -2.26)  0.0116
H (-1.40, 0.32, -2.24)  0.1074
H (0.02, 0.18, -3.32)  0.1006
H (0.66, -1.30, -0.94)  0.0682
H (1.20, 0.66, -0.81)  0.1582
H (-1.08, 2.73, -0.82)  0.0687
H (-1.62, 1.22, -0.02)  0.1066
H (-0.16, 3.15, 1.34)  0.1018
H (1.01, 2.31, 0.54)  0.0628
H (-0.80, 1.21, 2.50)  0.1221
H (0.55, 0.05, 1.59)  0.1335
H (1.86, 2.30, -2.40)  0.0942
H (0.34, 3.21, -2.05)  0.0350
H (3.59, -0.81, 1.72)  0.0185
H (2.08, 1.65, 2.52)  0.0529
O (3.07, -0.28, 1.16)  -0.1046
H (-2.57, -2.76, 0.60)  0.0054
H (-3.15, -1.92, -0.44)  -0.0226
O (-3.47, -2.45, 0.26)  -0.1085
H (-0.66, -4.09, 1.22)  0.0879
H (-0.16, -2.66, 0.87)  0.0127
O (-0.98, -3.19, 0.96)  -0.0910
H (-1.58, -0.96, 1.05)  -0.0009
H (-0.69, -1.26, -0.41)  0.0279
O (-1.45, -0.93, 0.16)  -0.0981
H (-3.94, 0.19, 0.35)  0.0246
H (-3.62, 1.54, -0.27)  -0.0790
O (-4.07, 1.14, 0.35)  0.0147
H (3.60, -0.25, -0.33)  -0.0445
H (3.06, -0.22, -1.75)  0.0128
O (3.88, -0.02, -1.26)  -0.1175
H (2.15, -2.07, -0.10)  0.0362
H (2.26, -0.91, 0.92)  -0.0163
O (1.32, -1.68, 0.21)  -0.2787

Lowest unoccupied orbital energy, eV: 3.030
HOMO-LUMO gap, eV: 8.786
F_max, eV/A: 7.577
Charge: -1

=====

Formula: C2H8BClINO4P
Source: the OMol25 dataset
Level of theory: the ωB97M-V functional and the def2-TZVPD basis

Last column: Löwdin charge in e.
Cartesian coordinates (Å):
O (3.29, 1.09, 2.26)  0.0150
N (2.71, 0.13, 2.63)  -0.0902
O (1.87, -0.37, 1.68)  -0.1821
C (0.68, -0.93, 2.30)  -0.3128
B (-0.64, -0.08, 1.86)  -1.2389
I (-0.69, 0.12, -0.37)  0.6405
P (-2.26, -0.87, 2.56)  0.4547
O (-3.35, 0.38, 2.32)  -0.4416
Cl (-2.87, -2.38, 1.21)  0.0362
H (0.81, -0.90, 3.38)  0.0818
H (0.62, -1.97, 2.00)  0.0833
H (-0.57, 1.03, 2.35)  0.0158
H (-2.79, 1.18, 2.37)  0.0101
C (0.80, 0.83, -4.52)  -0.1721
O (-0.31, 0.34, -3.79)  -0.1889
H (1.06, 1.80, -4.11)  0.0768
H (1.66, 0.16, -4.42)  0.0741
H (0.55, 0.95, -5.58)  0.0682
H (-0.55, -0.52, -4.14)  0.0703

Lowest unoccupied orbital energy, eV: 2.888
HOMO-LUMO gap, eV: 7.076
F_max, eV/A: 0.913
Charge: -1

=====

Formula: C17H24F3N5O
Source: the OMol25 dataset
Level of theory: the ωB97M-V functional and the def2-TZVPD basis

Last column: Löwdin charge in e.
Cartesian coordinates (Å):
C (-0.66, 0.41, -3.41)  -0.0560
C (0.32, -0.56, -2.64)  -0.4316
C (0.16, -1.94, -3.39)  -0.0552
C (1.85, -0.10, -2.69)  -0.0420
C (-0.05, -0.76, -1.14)  -0.3060
N (0.86, -0.51, -0.23)  0.1931
C (0.43, -0.43, 1.04)  -0.1526
N (1.31, 0.06, 2.11)  -0.0582
C (2.44, 0.94, 1.89)  -0.1600
C (3.13, 0.83, 3.22)  -0.1268
C (2.69, -0.45, 3.94)  -0.5235
C (2.91, -0.75, 5.46)  -0.0006
O (3.45, -1.40, 3.20)  -0.0098
C (1.22, -0.52, 3.50)  -0.0846
C (-0.84, -0.83, 1.43)  -0.1486
N (-1.62, -0.80, 2.65)  0.1234
C (-2.80, -1.35, 2.22)  -0.1040
N (-2.91, -1.56, 0.85)  0.0092
C (-4.12, -2.10, 0.07)  -0.0244
C (-5.22, -0.92, -0.01)  -0.0182
C (-6.43, -1.42, -0.84)  -0.7134
F (-7.36, -0.51, -0.99)  0.1775
F (-5.87, -1.73, -1.95)  0.1754
F (-6.96, -2.56, -0.34)  0.1314
C (-1.66, -1.24, 0.38)  -0.2615
N (-1.27, -1.18, -0.87)  0.1962
H (-0.38, 1.50, -3.40)  0.0811
H (-1.67, 0.45, -2.90)  0.0801
H (-0.86, 0.16, -4.44)  0.0612
H (-0.93, -2.27, -3.46)  0.1017
H (0.55, -1.79, -4.36)  0.0557
H (0.72, -2.70, -2.95)  0.0547
H (2.42, -0.89, -2.12)  0.0951
H (2.23, -0.05, -3.64)  0.0426
H (2.08, 0.76, -2.20)  0.0348
H (3.13, 0.60, 1.18)  0.0941
H (2.20, 1.98, 1.63)  0.1258
H (4.21, 0.90, 3.03)  0.1243
H (2.93, 1.65, 3.93)  0.1253
H (2.36, 0.01, 6.02)  0.0744
H (2.59, -1.74, 5.86)  0.0933
H (3.99, -0.69, 5.65)  0.0812
H (3.05, -1.42, 2.37)  0.0509
H (0.62, 0.16, 4.13)  0.1233
H (0.87, -1.67, 3.42)  0.1808
H (-3.59, -1.61, 2.91)  0.1224
H (-3.73, -2.37, -0.93)  0.1242
H (-4.51, -2.96, 0.56)  0.1068
H (-5.64, -0.61, 0.89)  0.0896
H (-4.82, 0.00, -0.53)  0.1475

Lowest unoccupied orbital energy, eV: 0.602
HOMO-LUMO gap, eV: 8.740
F_max, eV/A: 4.580

=====

Formula: C56H48Cl2N9O20P
Source: the OMol25 dataset
Level of theory: the ωB97M-V functional and the def2-TZVPD basis

Last column: Löwdin charge in e.
Cartesian coordinates (Å):
C (-6.03, 6.12, -0.54)  -0.1220
C (-5.40, 5.55, -1.75)  -0.7148
Cl (-5.36, 3.82, -1.80)  0.7417
C (-4.88, 6.24, -2.76)  -0.7917
Cl (-4.91, 7.95, -2.76)  0.8082
O (-4.38, 5.63, -3.88)  -0.1733
P (-2.79, 5.73, -4.11)  0.3627
O (-2.07, 6.35, -3.02)  -0.2041
O (-2.37, 4.23, -4.42)  -0.0864
O (-2.55, 6.40, -5.53)  -0.0871
C (-3.47, 7.41, -5.93)  -0.3765
C (-4.60, 7.01, -6.60)  -0.0038
C (-5.50, 8.01, -6.96)  -0.0394
C (-5.16, 9.31, -6.63)  -0.0625
C (-3.97, 9.59, -5.99)  -0.1299
N (-3.12, 8.63, -5.62)  0.1610
H (-5.75, 7.15, -0.39)  0.0543
H (-7.12, 6.06, -0.61)  0.0898
H (-5.73, 5.54, 0.33)  0.0753
H (-2.02, 4.19, -5.32)  0.1017
H (-4.79, 5.97, -6.81)  0.1215
H (-6.42, 7.77, -7.46)  0.1106
H (-5.81, 10.12, -6.90)  0.1048
H (-3.71, 10.61, -5.77)  0.0893
O (-3.52, 11.93, -7.76)  0.0591
N (-3.19, 12.87, -8.46)  -0.3398
O (-3.19, 12.85, -9.67)  0.0918
C (-2.77, 14.11, -7.79)  -0.1444
C (-2.73, 14.15, -6.41)  -0.0010
C (-2.31, 15.31, -5.79)  -0.0624
C (-1.94, 16.42, -6.55)  -0.0687
C (-2.00, 16.36, -7.94)  -0.0632
C (-2.42, 15.20, -8.57)  -0.0020
H (-3.01, 13.29, -5.83)  0.1135
H (-2.26, 15.36, -4.71)  0.1093
H (-1.61, 17.32, -6.06)  0.1078
H (-1.72, 17.22, -8.53)  0.1088
H (-2.46, 15.15, -9.64)  0.1200
O (1.06, -0.87, 0.53)  0.0729
N (0.91, 0.31, 0.79)  -0.3434
O (1.36, 0.85, 1.78)  0.0594
C (0.14, 1.13, -0.15)  -0.1510
C (-0.41, 0.53, -1.27)  -0.0016
C (-1.16, 1.30, -2.15)  -0.0538
C (-1.34, 2.66, -1.90)  -0.0530
C (-0.77, 3.25, -0.78)  -0.0489
C (-0.02, 2.48, 0.11)  -0.0030
H (-0.26, -0.52, -1.46)  0.1120
H (-1.59, 0.85, -3.02)  0.0851
H (-1.92, 3.26, -2.58)  0.0688
H (-0.91, 4.30, -0.59)  0.1116
H (0.42, 2.93, 0.98)  0.1177
O (-2.72, -1.32, -3.13)  0.0608
N (-1.92, -1.99, -3.75)  -0.3420
O (-1.10, -1.53, -4.53)  0.0815
C (-1.94, -3.45, -3.56)  -0.1463
C (-2.88, -3.99, -2.71)  0.0002
C (-2.92, -5.37, -2.54)  -0.0602
C (-2.01, -6.17, -3.22)  -0.0669
C (-1.07, -5.60, -4.06)  -0.0637
C (-1.03, -4.23, -4.24)  -0.0024
H (-3.59, -3.36, -2.18)  0.1168
H (-3.65, -5.81, -1.88)  0.1100
H (-2.04, -7.24, -3.09)  0.1084
H (-0.36, -6.23, -4.59)  0.1084
H (-0.30, -3.78, -4.90)  0.1193
O (-10.33, -1.22, -3.24)  0.0771
N (-9.76, -1.65, -2.26)  -0.3561
O (-10.21, -2.50, -1.51)  0.0770
C (-8.43, -1.10, -1.95)  -0.1497
C (-7.91, -0.11, -2.76)  -0.0006
C (-6.67, 0.42, -2.45)  -0.0752
C (-5.97, -0.05, -1.34)  -0.0714
C (-6.51, -1.05, -0.54)  -0.0642
C (-7.75, -1.58, -0.84)  -0.0056
H (-8.46, 0.25, -3.61)  0.1193
H (-6.24, 1.20, -3.07)  0.0877
H (-5.00, 0.37, -1.10)  0.1042
H (-5.96, -1.41, 0.32)  0.1085
H (-8.18, -2.35, -0.23)  0.1186
O (-1.82, -0.71, 8.23)  0.0715
N (-0.80, -1.36, 8.14)  -0.3570
O (-0.39, -2.12, 8.99)  0.0724
C (-0.01, -1.21, 6.90)  -0.1505
C (-0.44, -0.33, 5.93)  -0.0048
C (0.32, -0.18, 4.78)  -0.0623
C (1.49, -0.92, 4.62)  -0.0545
C (1.90, -1.81, 5.60)  -0.0574
C (1.15, -1.96, 6.76)  0.0018
H (-1.35, 0.24, 6.06)  0.1165
H (0.01, 0.50, 4.01)  0.0958
H (2.08, -0.79, 3.72)  0.0962
H (2.80, -2.38, 5.47)  0.0795
H (1.46, -2.64, 7.53)  0.1145
O (4.68, -2.56, 6.68)  0.0569
N (5.44, -3.24, 6.04)  -0.3432
O (6.26, -2.80, 5.25)  0.0772
C (5.37, -4.70, 6.19)  -0.1430
C (4.42, -5.24, 7.05)  -0.0018
C (4.34, -6.61, 7.17)  -0.0565
C (5.20, -7.43, 6.43)  -0.0533
C (6.14, -6.86, 5.59)  -0.0590
C (6.23, -5.49, 5.46)  -0.0043
H (3.76, -4.60, 7.61)  0.1157
H (3.61, -7.06, 7.83)  0.1102
H (5.13, -8.51, 6.52)  0.0888
H (6.81, -7.50, 5.01)  0.0888
H (6.96, -5.05, 4.81)  0.0957
O (7.36, -7.99, 1.74)  0.0884
N (7.25, -6.83, 2.07)  -0.3342
O (7.72, -6.35, 3.07)  0.0448
C (6.46, -5.94, 1.20)  -0.1418
C (5.86, -6.46, 0.07)  -0.0038
C (5.10, -5.62, -0.73)  -0.0650
C (4.95, -4.29, -0.38)  -0.0649
C (5.56, -3.78, 0.75)  -0.0552
C (6.32, -4.61, 1.56)  0.0046
H (5.99, -7.50, -0.19)  0.1192
H (4.63, -6.02, -1.62)  0.1071
H (4.34, -3.64, -1.01)  0.1083
H (5.43, -2.74, 1.02)  0.1121
H (6.79, -4.22, 2.45)  0.1131
O (5.57, -10.96, 6.23)  0.0632
N (6.21, -11.67, 6.98)  -0.3482
O (5.78, -12.66, 7.54)  0.0859
C (7.61, -11.29, 7.24)  -0.1437
C (8.11, -10.15, 6.65)  0.0002
C (9.43, -9.79, 6.91)  -0.0573
C (10.21, -10.57, 7.75)  -0.0684
C (9.68, -11.71, 8.33)  -0.0646
C (8.37, -12.08, 8.08)  -0.0034
H (7.50, -9.55, 5.99)  0.0992
H (9.83, -8.90, 6.45)  0.1106
H (11.23, -10.28, 7.95)  0.1075
H (10.30, -12.32, 8.98)  0.1080
H (7.96, -12.97, 8.53)  0.1195

Lowest unoccupied orbital energy, eV: -0.829
HOMO-LUMO gap, eV: 8.571
F_max, eV/A: 1.183